(1)
54
Properties=species:S:1:pos:R:3:lowdin_charge:R:1 method="wB97M-V/def2-TZVPD" e_above_lowest_ev=1.824 lumo_ev=0.548 total_charge=0 largest_force_ev_per_a=1.0 homo_energy_ev=-9.87 gap_ev=10.4 smiles=CCO.CCO.CCO.CCO.CCO.CCO multiplicity=1
C -1.76 1.76 4.38 -0.0820
C -3.27 1.70 4.40 -0.2959
O -3.76 2.29 3.19 -0.0904
H -1.37 1.71 5.40 0.0788
H -1.42 2.71 3.96 0.0824
H -1.32 0.94 3.80 0.0634
H -3.64 2.24 5.27 0.1097
H -3.60 0.66 4.47 0.1152
H -4.71 2.14 3.11 0.0950
C 3.52 -4.19 0.80 -0.0892
C 3.54 -4.74 -0.62 -0.3079
O 2.30 -5.42 -0.86 -0.0878
H 3.45 -5.04 1.47 0.0743
H 2.64 -3.56 0.91 0.0608
H 4.41 -3.60 1.02 0.0723
H 4.35 -5.46 -0.76 0.1039
H 3.66 -3.93 -1.35 0.0999
H 1.90 -5.09 -1.67 0.0747
C -1.85 3.69 -0.27 -0.0713
C -1.04 2.60 0.39 -0.3130
O -1.88 1.69 1.11 -0.1098
H -1.21 4.35 -0.86 0.0795
H -2.36 4.30 0.48 0.0774
H -2.59 3.23 -0.92 0.0696
H -0.29 3.01 1.07 0.1091
H -0.50 2.04 -0.37 0.1043
H -2.39 2.20 1.75 0.0439
C 3.23 -0.69 -2.96 -0.0909
C 2.89 0.31 -4.06 -0.3090
O 2.32 1.51 -3.52 -0.0895
H 3.40 -1.69 -3.37 0.0666
H 2.37 -0.75 -2.28 0.0560
H 4.07 -0.35 -2.36 0.0750
H 2.19 -0.14 -4.77 0.1082
H 3.78 0.63 -4.59 0.1068
H 1.37 1.38 -3.42 0.0750
C -3.64 -0.30 -3.00 -0.0908
C -2.99 -0.05 -1.65 -0.3252
O -1.56 0.00 -1.72 -0.0879
H -4.71 -0.11 -2.88 0.0734
H -3.49 -1.31 -3.37 0.0710
H -3.28 0.42 -3.74 0.0738
H -3.32 -0.85 -0.97 0.1159
H -3.33 0.92 -1.28 0.0943
H -1.31 -0.02 -0.79 0.0302
C 2.16 -0.19 0.90 -0.0747
C 0.92 0.01 1.70 -0.3094
O -0.14 -0.70 1.03 -0.0913
H 2.90 0.60 1.10 0.0820
H 1.98 -0.10 -0.17 0.0598
H 2.63 -1.15 1.10 0.0592
H 0.68 1.07 1.77 0.0894
H 1.06 -0.41 2.70 0.1119
H -0.97 -0.28 1.28 0.0533

***

(2)
54
Properties=species:S:1:pos:R:3:lowdin_spin:R:1 method="wB97M-V/def2-TZVPD" e_above_lowest_ev=2.039 lumo_ev="-2.799 / -9.661" total_charge=+1 largest_force_ev_per_a=2.3 homo_energy_ev="-11.99 / -11.99" gap_ev="9.2 / 2.3" multiplicity=2
C -8.25 -7.47 -22.04 0.0004
C -6.89 -7.28 -22.67 0.0072
O -6.54 -5.93 -22.52 0.0392
H -8.25 -7.25 -20.98 0.0000
H -8.60 -8.50 -22.08 -0.0001
H -8.99 -6.81 -22.50 0.0006
H -6.81 -7.61 -23.71 0.0023
H -6.16 -7.84 -22.08 0.0043
H -5.64 -5.86 -22.87 0.0003
C -2.58 -9.53 -20.69 0.0000
C -2.97 -10.05 -22.13 0.0000
O -2.91 -11.48 -22.18 0.0001
H -2.96 -8.51 -20.61 0.0000
H -1.50 -9.56 -20.55 0.0000
H -3.10 -10.13 -19.94 0.0000
H -2.25 -9.67 -22.86 0.0000
H -3.98 -9.83 -22.46 0.0000
H -3.22 -11.77 -23.04 0.0000
C -9.07 -7.60 -25.79 0.0001
C -7.93 -7.69 -26.78 0.0000
O -8.18 -6.91 -27.98 0.0002
H -8.82 -8.29 -24.98 0.0000
H -9.93 -8.10 -26.26 0.0000
H -9.35 -6.60 -25.46 0.0000
H -7.62 -8.71 -27.02 0.0000
H -7.10 -7.18 -26.30 0.0000
H -8.43 -6.04 -27.68 0.0000
C -10.09 -3.54 -19.49 0.0159
C -9.53 -4.50 -20.47 0.1480
O -8.15 -4.34 -20.54 0.6317
H -9.87 -2.52 -19.80 0.0058
H -9.68 -3.69 -18.49 0.0071
H -11.18 -3.63 -19.42 -0.0009
H -9.90 -4.25 -21.46 0.0754
H -9.83 -5.53 -20.28 0.0580
H -7.71 -4.87 -21.20 0.0045
C -4.37 -8.93 -25.49 0.0000
C -3.78 -9.48 -26.76 0.0000
O -4.28 -10.79 -26.99 0.0000
H -5.46 -8.95 -25.55 0.0000
H -3.94 -7.95 -25.26 0.0000
H -4.14 -9.61 -24.67 0.0000
H -2.70 -9.60 -26.64 0.0000
H -3.92 -8.85 -27.63 0.0000
H -3.70 -11.14 -27.67 0.0000
C -3.55 -3.81 -21.70 0.0000
C -3.18 -5.24 -22.08 0.0000
O -3.81 -5.61 -23.30 -0.0002
H -4.60 -3.64 -21.48 0.0000
H -3.16 -3.16 -22.48 0.0000
H -3.06 -3.48 -20.78 0.0000
H -3.47 -5.94 -21.30 0.0000
H -2.11 -5.40 -22.21 0.0000
H -3.47 -5.12 -24.05 0.0000

***

(3)
57
Properties=species:S:1:pos:R:3:lowdin_spin:R:1 method="wB97M-V/def2-TZVPD" e_above_lowest_ev=0.000 lumo_ev="0.580 / 0.465" total_charge=0 largest_force_ev_per_a=2.8 homo_energy_ev="-4.48 / -8.97" gap_ev="5.1 / 9.4" multiplicity=5
V -5.05 8.58 -7.23 3.5227
O -4.91 8.07 -9.27 0.0681
H -5.04 8.86 -9.84 0.0047
C -8.01 5.97 -5.57 0.0043
C -6.59 6.18 -6.06 0.0311
O -6.78 7.04 -7.17 0.0727
H -8.13 6.36 -4.56 0.0013
H -8.31 4.92 -5.54 0.0002
H -8.74 6.64 -6.03 0.0007
H -6.23 5.20 -6.38 0.0008
H -5.94 6.50 -5.24 0.0216
H -7.29 6.62 -7.86 0.0026
C -7.43 10.86 -9.87 0.0029
C -7.55 10.59 -8.28 0.0144
O -6.18 10.54 -7.80 0.1195
H -6.82 10.12 -10.39 0.0007
H -7.03 11.81 -10.22 0.0005
H -8.38 10.67 -10.37 0.0005
H -8.12 9.67 -8.11 0.0024
H -8.02 11.34 -7.65 0.0020
H -6.00 11.49 -7.78 0.0136
C -5.09 2.98 -10.23 0.0002
C -5.22 3.41 -8.77 0.0005
O -5.09 4.84 -8.75 0.0016
H -4.19 3.39 -10.68 0.0000
H -5.98 3.02 -10.86 0.0000
H -5.11 1.90 -10.12 0.0000
H -4.43 2.96 -8.17 0.0001
H -6.19 3.05 -8.41 0.0002
H -5.70 5.24 -9.37 0.0004
C -7.88 7.51 -11.90 0.0006
C -8.13 7.05 -10.49 0.0009
O -6.99 6.46 -9.91 0.0023
H -7.71 6.68 -12.58 0.0001
H -7.08 8.25 -11.94 0.0004
H -8.72 8.04 -12.35 0.0001
H -8.85 6.23 -10.43 0.0003
H -8.48 7.88 -9.89 0.0003
H -6.40 7.19 -9.71 0.0011
C -2.24 5.30 -12.25 0.0001
C -3.17 6.25 -11.49 0.0008
O -2.58 6.84 -10.38 0.0030
H -2.86 4.59 -12.80 0.0000
H -1.53 4.74 -11.63 0.0000
H -1.59 5.80 -12.96 0.0000
H -3.97 5.60 -11.12 0.0003
H -3.56 7.03 -12.14 0.0004
H -3.30 7.25 -9.90 0.0005
C -2.92 4.51 -5.91 0.0009
C -2.67 5.94 -6.31 0.0124
O -3.80 6.53 -6.99 0.0752
H -2.16 4.12 -5.24 0.0001
H -3.00 3.82 -6.75 0.0002
H -3.75 4.50 -5.21 0.0003
H -1.83 6.20 -6.95 0.0012
H -2.54 6.46 -5.36 0.0071
H -4.09 5.87 -7.62 0.0015

***

(4)
27
Properties=species:S:1:pos:R:3:lowdin_spin:R:1 method="wB97M-V/def2-TZVPD" lumo_ev="-4.250 / -7.597" total_charge=+1 largest_force_ev_per_a=1.7 homo_energy_ev="-11.39 / -11.45" gap_ev="7.1 / 3.8" multiplicity=6
Ir -0.13 0.19 0.01 2.6677
Cl 4.05 -3.87 -3.80 0.0479
C 2.70 -3.26 -2.97 0.1139
C 1.48 -3.96 -2.98 0.1144
Cl 1.36 -5.43 -3.82 0.0482
C 0.36 -3.46 -2.31 0.0138
Cl -1.12 -4.28 -2.31 -0.0024
C 0.44 -2.22 -1.61 0.1840
O -0.55 -1.73 -0.99 0.3019
C 1.70 -1.49 -1.60 0.1840
O 1.75 -0.39 -0.98 0.3011
C 2.82 -2.04 -2.30 0.0142
Cl 4.26 -1.16 -2.28 -0.0022
F -3.45 3.80 2.05 0.0052
C -2.31 4.01 2.72 0.0048
F -2.61 4.61 3.87 0.0002
F -1.56 4.86 1.99 0.0055
C -1.57 2.72 2.95 0.0432
C -1.30 2.26 4.23 0.0080
C -0.61 1.06 4.41 0.0662
C -0.21 0.35 3.31 0.0108
N -0.48 0.79 2.07 0.1780
C -1.14 1.94 1.87 0.0841
S -1.33 2.24 0.17 0.6040
H -1.62 2.85 5.08 -0.0004
H -0.39 0.69 5.41 0.0038
H 0.32 -0.59 3.39 -0.0001

***

(5)
70
Properties=species:S:1:pos:R:3:lowdin_charge:R:1 method="wB97M-V/def2-TZVPD" lumo_ev=2.423 total_charge=-1 largest_force_ev_per_a=0.7 homo_energy_ev=-2.30 gap_ev=4.7 multiplicity=1
C 3.63 -1.27 0.90 -0.1246
C 2.94 -0.01 0.33 -0.2242
B 1.54 0.27 1.04 -0.6430
O 1.59 1.10 2.14 0.0419
P -0.15 -0.46 0.36 0.2909
C -0.05 -2.13 1.36 -0.3373
H 3.71 -1.19 1.98 0.0669
H 3.05 -2.15 0.65 0.0557
H 4.62 -1.35 0.46 0.0546
H 2.77 -0.16 -0.74 0.0696
H 3.61 0.84 0.48 0.0796
H 0.72 1.09 2.58 0.0550
H 0.57 -1.10 -0.78 -0.0540
H -1.44 -0.88 -0.23 -0.0681
H -0.85 0.16 1.51 -0.0564
H -0.28 0.82 -0.41 -0.0656
H -0.93 -2.24 1.98 -0.0005
H 0.82 -2.13 2.04 0.0064
H 0.01 -3.01 0.71 -0.0120
C 3.00 -8.00 -2.36 -0.1047
O 2.81 -6.58 -2.24 -0.2227
P 3.47 -5.82 -1.00 0.3435
O 4.33 -6.68 -0.17 -0.2351
O 2.28 -5.10 -0.27 -0.2002
C 1.25 -5.91 0.31 -0.0883
O 4.17 -4.56 -1.66 -0.1976
C 5.16 -4.81 -2.66 -0.0979
H 2.54 -8.52 -1.52 0.0847
H 2.53 -8.31 -3.28 0.0839
H 4.06 -8.24 -2.39 0.0822
H 1.67 -6.75 0.87 0.0864
H 0.58 -6.28 -0.47 0.0897
H 0.69 -5.27 0.99 0.0769
H 4.67 -5.00 -3.62 0.0869
H 5.79 -5.66 -2.39 0.0859
H 5.77 -3.92 -2.74 0.0884
C -1.06 5.56 -4.81 -0.1075
O -1.31 5.12 -3.47 -0.2291
P -1.81 3.61 -3.24 0.3457
O -1.86 2.83 -4.48 -0.2297
O -3.19 3.78 -2.47 -0.2028
C -4.24 4.45 -3.16 -0.1067
O -0.91 3.07 -2.08 -0.2046
C 0.51 3.04 -2.30 -0.0858
H -1.97 5.55 -5.40 0.0822
H -0.67 6.57 -4.75 0.0828
H -0.32 4.92 -5.29 0.0844
H -4.32 4.09 -4.19 0.0862
H -4.06 5.52 -3.15 0.0850
H -5.16 4.23 -2.64 0.0854
H 0.91 4.05 -2.12 0.0853
H 0.74 2.72 -3.31 0.0892
H 0.94 2.35 -1.59 0.0673
C -4.51 2.96 2.48 -0.0924
O -3.74 3.48 3.58 -0.2300
P -2.64 2.53 4.24 0.3419
O -2.49 1.25 3.56 -0.2169
O -3.04 2.47 5.78 -0.2090
C -4.30 1.88 6.10 -0.1053
O -1.35 3.43 4.33 -0.2079
C -0.82 3.91 3.09 -0.0827
H -5.12 2.12 2.80 0.0836
H -5.15 3.76 2.12 0.0818
H -3.85 2.63 1.67 0.0919
H -4.44 0.95 5.54 0.0886
H -5.11 2.58 5.87 0.0850
H -4.30 1.66 7.16 0.0843
H -1.38 4.79 2.76 0.0849
H -0.86 3.14 2.32 0.0876
H 0.22 4.19 3.26 0.0902

***

(6)
75
Properties=species:S:1:pos:R:3:lowdin_spin:R:1 method="wB97M-V/def2-TZVPD" lumo_ev="-4.293 / -7.521" total_charge=+1 largest_force_ev_per_a=4.0 homo_energy_ev="-10.73 / -10.97" gap_ev="6.4 / 3.5" multiplicity=2
Tl 3.41 -0.56 -4.95 0.0061
Tl 3.28 1.39 1.26 0.0006
S 5.06 -0.97 -1.81 0.0365
O 6.44 -1.34 -1.64 -0.2108
O 5.05 0.16 -2.76 -0.0196
O 4.24 -2.03 -2.44 -0.5321
O 4.35 -0.69 -0.59 -0.2740
S 1.14 0.01 -1.54 -0.0300
O 1.58 1.42 -1.47 0.0791
O -0.33 -0.02 -1.55 0.0322
O 1.62 -0.90 -2.60 0.3742
O 1.70 -0.56 -0.33 0.5287
C 1.63 4.66 -1.13 -0.0001
O 2.64 4.28 -0.23 0.0002
C 3.46 5.34 0.19 0.0000
C 4.87 4.91 0.62 0.0000
N 5.10 3.93 1.74 0.0005
C 4.78 4.61 2.98 0.0000
C 5.12 3.71 4.22 0.0000
O 4.27 2.51 4.03 0.0000
C 4.07 1.77 5.17 0.0000
H 1.14 3.87 -1.71 -0.0001
H 2.01 5.39 -1.85 0.0000
H 0.77 5.06 -0.59 0.0000
H 3.02 5.95 0.98 0.0000
H 3.62 5.99 -0.68 0.0000
H 5.43 5.82 0.84 0.0000
H 5.40 4.49 -0.23 0.0000
H 6.10 3.78 1.75 0.0000
H 3.71 4.76 3.07 0.0000
H 5.23 5.58 3.22 0.0000
H 4.88 4.27 5.12 0.0000
H 6.16 3.38 4.17 0.0000
H 3.42 0.95 4.84 0.0000
H 3.47 2.31 5.91 0.0000
H 4.93 1.31 5.65 0.0000
C -2.23 -1.85 0.48 0.0054
O -2.59 -2.94 -0.42 0.1012
C -3.76 -3.66 -0.01 0.0711
C -4.98 -2.79 0.13 0.0815
N -6.09 -3.63 -0.16 0.5669
C -6.49 -4.66 0.77 0.0699
C -7.80 -5.32 0.26 0.0083
O -7.61 -6.05 -0.95 0.0038
C -7.64 -7.39 -0.73 0.0009
H -2.40 -2.00 1.54 0.0002
H -2.76 -0.96 0.13 0.0030
H -1.16 -1.69 0.36 0.0020
H -3.45 -4.14 0.92 0.0145
H -3.89 -4.41 -0.80 -0.0005
H -4.94 -2.15 -0.75 0.0101
H -5.08 -2.19 1.04 0.0034
H -6.02 -4.04 -1.08 0.0135
H -6.84 -4.09 1.63 0.0108
H -5.66 -5.28 1.12 0.0307
H -8.62 -4.63 0.11 0.0000
H -8.11 -5.88 1.15 0.0007
H -8.65 -7.63 -0.41 0.0002
H -7.04 -7.89 0.03 0.0005
H -7.56 -7.86 -1.71 0.0000
O -0.21 2.62 -3.19 0.0007
H 0.41 2.20 -2.60 -0.0001
H -1.07 2.37 -2.86 0.0000
O 3.16 2.29 -3.93 0.0001
H 2.88 2.12 -3.03 -0.0002
H 3.29 3.24 -3.97 0.0000
O 0.20 0.91 1.34 0.0112
H -0.08 0.68 0.46 -0.0009
H -0.59 0.84 1.88 0.0001
O -2.50 -0.61 -2.86 0.0007
H -1.78 -0.41 -2.27 -0.0002
H -2.99 0.22 -2.93 0.0000
O -0.39 -2.87 -2.10 -0.0001
H -0.44 -1.94 -2.33 -0.0005
H -1.30 -3.12 -1.92 -0.0002

***

(7)
63
Properties=species:S:1:pos:R:3:lowdin_charge:R:1 method="wB97M-V/def2-TZVPD" e_above_lowest_ev=0.000 lumo_ev=-1.912 total_charge=+1 largest_force_ev_per_a=1.5 homo_energy_ev=-12.54 gap_ev=10.6 multiplicity=1
N 0.15 0.55 -0.74 0.2855
H -0.39 0.90 -1.55 0.0761
H -0.42 -0.07 -0.16 0.0746
H 0.40 1.37 -0.17 0.0820
H 1.02 0.13 -1.09 0.0848
C 0.06 -3.54 3.70 -0.0576
C 0.69 -2.19 3.30 -0.2949
O 1.94 -2.32 2.60 -0.0955
H -0.11 -3.63 4.77 0.0720
H 0.73 -4.33 3.37 0.0795
H -0.89 -3.69 3.19 0.0698
H 0.83 -1.54 4.18 0.1156
H 0.03 -1.60 2.66 0.0840
H 2.60 -2.61 3.23 0.1020
C -2.29 -1.02 -3.68 -0.0771
C -1.15 -1.68 -2.94 -0.3140
O -1.57 -1.95 -1.61 -0.0921
H -2.81 -0.30 -3.04 0.0740
H -3.05 -1.75 -3.95 0.0808
H -1.99 -0.50 -4.59 0.0717
H -0.29 -0.99 -2.88 0.0808
H -0.80 -2.58 -3.46 0.1169
H -0.78 -2.12 -1.08 0.0262
C 1.82 -2.90 -0.74 -0.1916
C 2.91 -1.86 -0.79 -0.2192
O 2.54 -0.71 -1.52 -0.0734
O 0.70 -2.35 -0.04 -0.0898
H 2.20 -3.78 -0.22 0.1310
H 1.49 -3.24 -1.72 0.1268
H 3.88 -2.27 -1.11 0.1330
H 3.16 -1.53 0.22 0.1211
H 2.70 -0.81 -2.47 0.1093
H 0.94 -2.28 0.90 0.0548
C -0.94 3.25 -2.43 -0.1847
C -0.57 2.65 -3.76 -0.2154
O 0.37 1.60 -3.50 -0.0852
O -1.82 2.33 -1.68 -0.0939
H -1.57 4.12 -2.62 0.1275
H -0.06 3.52 -1.86 0.1014
H -0.10 3.41 -4.39 0.1266
H -1.46 2.22 -4.23 0.1223
H 0.41 0.99 -4.25 0.0901
H -2.69 2.70 -1.82 0.0911
C -2.02 1.39 2.27 -0.2010
C -2.71 0.09 1.96 -0.1878
O -1.94 -0.62 0.97 -0.0961
O -1.02 1.30 3.30 -0.0747
H -2.76 2.13 2.58 0.1288
H -1.54 1.78 1.37 0.1143
H -3.73 0.29 1.61 0.1285
H -2.76 -0.57 2.83 0.1265
H -2.37 -1.41 0.64 0.0943
H -1.39 0.76 4.00 0.1053
C 2.10 2.02 2.09 -0.2148
C 1.47 3.30 1.61 -0.2131
O 1.17 3.23 0.21 -0.0891
O 1.26 0.90 1.82 -0.0989
H 2.32 2.08 3.16 0.1293
H 3.02 1.81 1.53 0.1257
H 2.11 4.16 1.81 0.1276
H 0.53 3.51 2.11 0.1217
H 2.01 3.29 -0.26 0.1042
H 0.45 0.96 2.38 0.0425

***

(8)
79
Properties=species:S:1:pos:R:3:lowdin_charge:R:1 method="wB97M-V/def2-TZVPD" lumo_ev=1.170 total_charge=-1 largest_force_ev_per_a=6.0 homo_energy_ev=-7.44 gap_ev=8.6 multiplicity=1
Hg -0.92 -2.31 0.72 1.2823
O 2.43 -3.82 2.58 -0.0856
H -1.56 -3.15 4.27 0.1605
H 1.61 -3.62 3.09 0.0165
H 2.23 -3.65 1.63 0.0161
N 0.16 -2.74 5.36 -0.3418
O 0.44 -3.96 5.78 0.0313
O 0.65 -1.66 5.77 0.1049
O -0.78 -2.51 4.32 0.0428
N 0.43 -4.47 -0.71 -0.5531
O 0.82 -3.49 0.04 -0.1911
O 1.11 -4.82 -1.69 0.0408
O -0.65 -4.99 -0.42 -0.0401
N 0.94 -0.12 0.53 -0.5966
O 1.92 0.54 0.62 0.0488
O 0.59 -0.85 1.51 -0.1425
O 0.26 -0.05 -0.52 -0.0667
N -3.22 -1.31 2.80 -0.5704
O -2.80 -2.13 1.76 -0.2702
O -2.50 -0.50 3.18 0.0933
O -4.40 -1.44 2.95 0.0533
C 4.42 -1.24 -1.71 -0.0488
C 3.85 -0.47 -2.92 -0.3740
C 3.56 -1.57 -4.06 -0.1285
O 4.59 -2.58 -4.39 -0.1930
C 5.86 -2.07 -4.68 -0.1413
N 2.61 0.34 -2.75 0.0471
H 4.27 -0.68 -0.82 0.0517
H 5.48 -1.42 -1.76 0.0656
H 3.86 -2.15 -1.50 0.0875
H 4.61 0.24 -3.27 0.1210
H 3.14 -1.11 -4.94 0.1051
H 2.81 -2.21 -3.61 0.1142
H 5.97 -1.73 -5.75 0.1002
H 6.49 -2.91 -4.51 0.0708
H 6.16 -1.28 -3.97 0.0710
H 1.89 -0.24 -2.30 0.0753
H 2.79 0.98 -2.01 0.0675
C -1.90 3.65 0.38 -0.0261
C -2.68 2.33 0.67 -0.4023
C -3.82 2.53 1.61 -0.2302
O -3.33 3.12 2.79 -0.2038
C -3.92 2.65 3.99 -0.0880
N -3.19 1.57 -0.51 0.0533
H -1.21 3.35 -0.38 0.0607
H -1.20 3.89 1.15 0.0477
H -2.49 4.50 0.04 0.0825
H -1.96 1.69 1.20 0.1293
H -4.40 1.62 1.77 0.1184
H -4.54 3.22 1.13 0.1327
H -3.85 1.60 4.20 0.0685
H -4.98 2.89 3.94 0.0854
H -3.45 3.25 4.79 0.1005
H -3.46 2.23 -1.21 0.0732
H -2.49 0.87 -0.79 0.0829
O -2.16 -2.67 -1.22 -0.1214
H -2.94 -2.08 -1.08 0.0104
H -2.58 -3.56 -1.20 0.0809
O -4.46 -1.29 -0.62 -0.0859
H -4.38 -1.51 0.33 0.0294
H -4.43 -0.30 -0.50 0.0446
C 1.01 1.49 4.11 -0.0767
C 0.38 2.75 3.60 -0.3391
O -0.70 3.23 4.35 -0.0678
H 1.66 1.85 4.94 0.0881
H 1.59 0.89 3.44 0.0535
H 0.28 0.87 4.64 0.0654
H 0.04 2.64 2.53 0.1081
H 1.15 3.46 3.53 0.0867
H -1.39 3.39 3.69 0.0405
C -0.02 2.72 -5.30 -0.1090
C -0.21 1.40 -4.55 -0.3566
O 0.78 0.50 -4.94 -0.1021
H 0.85 3.32 -4.89 0.0813
H -0.91 3.41 -5.22 0.0783
H 0.22 2.57 -6.33 0.0489
H -1.23 1.00 -4.86 0.1168
H -0.31 1.48 -3.46 0.1007
H 1.52 0.66 -4.34 0.0161